1.
81
Properties=species:S:1:pos:R:3 method="wB97M-V/def2-TZVPD" orbital_gap_ev="6.72 / 6.74" s2=0.755 spin_multiplicity=2 de_lowest_kcal_mol=23.5 total_energy_ha=-2263.42320
Ti -0.21324 0.24108 0.63706
O -0.40343 -1.10239 -3.10237
O -0.35175 2.27872 -3.97415
N 0.55780 -1.13042 2.01875
C 0.37530 -0.14601 4.27299
C 0.20781 2.50051 0.17584
C 0.58384 2.37161 1.55554
C -1.71054 3.57343 -2.46024
C 2.54296 -2.48233 1.32341
C -2.25471 -1.05148 0.87599
C 1.03893 -2.21635 1.11121
C 0.02048 0.95132 6.53786
C 0.75817 -1.43962 6.26758
C 0.39128 -0.22564 5.66864
C -2.15477 1.07990 1.77980
C 0.79710 -1.87412 -3.55775
C -0.21900 -0.93191 -5.59873
C 1.69252 1.45207 1.59059
C -0.79738 -0.37860 -4.30340
C 0.19922 -3.47254 1.31539
C -0.71219 4.33073 -4.54476
C 0.43952 3.32871 -4.66386
C 0.84439 -1.73194 -0.33753
C 0.71436 -1.22847 3.41284
C -2.18365 -0.31291 2.11048
C 1.54719 -3.79616 6.16293
C -2.64479 2.54642 -4.64110
C 1.01658 1.63741 -0.65581
C -1.50257 3.18250 -3.89293
C -2.28287 1.19089 0.33765
C 0.89449 -1.87006 -5.09187
C 1.14125 -2.52301 5.46856
C 1.97893 1.05212 0.24966
C 1.16226 -2.39608 4.07559
C -2.27871 -0.12019 -0.23942
H -2.46247 2.12716 -0.19513
H 2.53431 -3.67323 6.64023
H 0.76411 -2.84240 -5.60408
H -0.55135 5.07179 -3.73532
H 1.66221 -1.30910 -3.11022
H -2.31984 2.32626 -5.67356
H -2.18158 1.91115 2.49874
H 0.16800 2.94139 2.39270
H -2.23326 -0.74222 3.12782
H -0.22246 1.83229 5.93064
H 0.10704 -3.73823 2.36818
H 0.75736 -2.90769 -3.14282
H 2.86718 -3.28689 0.64938
H -1.87909 -0.15537 -4.28388
H -1.03471 4.79035 -5.48607
H 1.28976 3.62460 -4.02499
H 0.05181 0.78963 3.82296
H -0.84661 0.69533 7.16770
H -0.15867 -1.24781 -0.56698
H 1.60958 -4.62405 5.44628
H 0.21388 -0.09715 -6.16826
H -1.85945 2.68263 -1.84097
H -2.39972 -2.13747 0.78828
H 0.81725 -4.04676 6.95208
H 0.77265 -2.57889 -1.02756
H -2.35999 -0.37657 -1.30608
H -0.81940 -3.28832 0.96268
H 0.74101 2.99922 -5.68873
H -0.28446 0.57134 -4.13964
H 3.13187 -1.57696 1.11667
H 2.77034 -2.77525 2.35019
H 2.81026 0.43339 -0.04685
H 1.69665 -1.14367 -0.70600
H 0.84629 1.23319 7.21087
H -2.54611 4.27042 -2.38302
H -2.92116 1.60271 -4.15722
H 1.90687 -1.45825 -5.20821
H 0.65288 -4.29064 0.74711
H -0.83329 4.11313 -2.10556
H 2.27674 1.22993 2.47214
H 1.01262 1.57595 -1.74007
H -3.50605 3.21600 -4.66607
H 1.45535 -3.27176 3.50683
H 0.81019 -1.50576 7.36793
H -0.98365 -1.45164 -6.20422
H -0.51772 3.20102 -0.19232

2.
108
Properties=species:S:1:pos:R:3 method="wB97M-V/def2-TZVPD" total_charge=+1 orbital_gap_ev=2.16 spin_multiplicity=1 total_energy_ha=-5814.92780
Cl -3.98144 1.40997 -4.17114
Cl -5.31487 1.69352 -6.71886
Cl -5.31014 3.88413 -4.83649
Cl -6.85390 1.50592 -4.29930
S 1.69223 -0.47865 1.88084
S 3.72693 -4.43467 2.99688
Al 1.04818 1.89385 -0.04109
F 4.29381 -0.08899 1.84026
F 3.10029 1.42840 0.75635
F 3.16337 1.39209 2.92120
F 0.43601 -5.30636 6.53143
O -3.01508 -0.86406 10.00921
O -3.69591 -1.80138 -1.34466
O 8.56018 2.48893 5.92094
O -2.78965 3.94069 -6.52891
O -8.69159 5.86651 -1.04394
O -9.40420 3.82553 -1.60567
O -7.55115 4.72339 -2.49904
O 3.51543 -3.45100 -3.26910
O -6.63474 6.64555 -5.00911
O 10.35521 1.76090 4.97210
O 1.54716 -0.86049 3.23985
O -2.59898 0.11799 -0.95291
O 0.68845 0.45594 1.32510
O 6.27233 3.94278 -0.36860
N 9.15996 1.75952 5.16047
N 1.79085 -6.66143 -0.79729
N 3.47422 -5.07896 1.56861
N 3.08563 -2.98730 2.80039
N 1.33477 -3.35536 -2.47634
C 1.52807 -2.03969 -0.44492
C 8.36236 0.77467 4.37777
C 0.48287 -4.51818 -2.82687
C -0.01694 -4.03292 6.53999
C 1.93448 -1.87246 0.87988
C -5.36805 2.13051 -5.01767
C 6.25342 2.68997 1.72680
C 2.60792 -2.95085 1.55393
C -3.74718 -0.61521 -1.15753
C 2.76329 -5.62050 -1.18768
C -4.99329 0.20350 -1.08073
C -0.73655 -3.58219 7.62716
C 0.77172 -1.01818 -1.25306
C -6.88747 8.61177 -3.58130
C 0.25993 -3.22858 5.45470
C -8.52631 4.84908 -1.71135
C 1.79195 -3.27862 -1.12567
C 2.37372 -3.10028 -3.44458
C -0.20422 -1.92145 5.45898
C 2.84423 -4.14845 0.83826
C 2.38914 -7.82050 -0.12941
C -0.92789 -1.44190 6.54248
C 6.56579 3.99937 1.02390
C 1.90597 -2.33760 -4.65203
C -0.70509 -1.38919 -1.46054
C -2.72352 5.19527 -6.87445
C 3.19386 0.60933 1.87509
C 2.44949 -4.31447 -0.51646
C -1.55157 -0.16812 -1.87620
C -7.33792 7.87480 -4.82706
C -1.19264 -2.27033 7.62662
H -1.13381 -1.83580 -0.56726
H 3.15943 -7.55253 0.59742
H -6.80558 6.10066 -4.22810
H 6.81790 1.87301 1.27374
H 2.82422 -8.48992 -0.87208
H -3.24766 5.84373 -6.09736
H -1.95484 -0.32071 -2.87652
H 8.53081 0.99154 3.32742
H 8.72424 -0.21752 4.62836
H 3.76201 -5.92635 -0.87161
H -0.74312 -2.10161 -2.28071
H -1.28642 -0.42110 6.54484
H 0.93849 -2.73464 -4.96967
H 0.00064 -1.28939 4.61103
H -7.14525 8.46624 -5.72128
H -8.41242 7.67319 -4.77962
H 0.83084 -3.62201 4.62360
H 1.73122 -1.29351 -4.39378
H -0.37165 -4.19775 -3.42143
H -1.75317 -1.89544 8.47222
H 6.00622 4.82094 1.48194
H 1.59873 -8.37395 0.37422
H -5.82590 -0.42162 -1.39263
H -7.07095 8.00699 -2.69062
H -3.36361 -1.24704 10.82033
H 0.14045 -4.99540 -1.91351
H -5.17422 0.51213 -0.05042
H -9.07837 3.15020 -2.21821
H -3.29860 0.05494 10.03531
H 5.33289 3.76838 -0.47174
H 5.19474 2.45201 1.63165
H 1.27020 -0.98392 -2.22209
H 7.31959 0.89120 4.64825
H 1.12977 -6.24812 -0.15097
H 2.77347 -5.47026 -2.26166
H -5.81760 8.82042 -3.62959
H -0.93914 0.73622 -1.87523
H 0.82814 -0.00310 -0.85603
H -3.22286 5.47172 -7.81709
H 7.62625 4.22879 1.10127
H 2.60742 -2.44473 -5.47254
H -1.69802 5.63012 -6.80869
H 6.50355 2.74984 2.78712
H -0.93366 -4.24967 8.45490
H -4.94292 1.06988 -1.73100
H 1.03550 -5.27376 -3.38680
H -7.42284 9.55512 -3.47051

3.
84
Properties=species:S:1:pos:R:3 method="wB97M-V/def2-TZVPD" total_charge=+2 orbital_gap_ev=3.82 spin_multiplicity=1 de_lowest_kcal_mol=0.0 total_energy_ha=-4775.08177
Br 4.08067 -1.38527 -2.11791
P -1.05928 -1.87049 -3.79772
P -1.91884 1.47464 0.13787
Mg -0.41791 3.02781 -1.06514
N 3.21469 8.40971 -0.06320
N 1.19626 -0.20292 1.45782
C 3.74358 1.06236 -0.66446
C 1.24142 4.58824 0.16944
C -0.29993 -2.80258 3.60557
C 2.24995 2.82128 -1.37876
C 1.60304 -2.58081 1.53504
C 2.08284 2.18655 -2.61607
C 2.76990 1.00072 -2.89145
C 0.96575 -1.41493 2.03638
C -1.82826 -0.30427 -4.28342
C -1.84478 3.10069 2.46148
C 1.52664 -2.33848 -4.60487
C 1.77338 5.96693 0.29067
C 0.71224 -1.59670 -3.53607
C 0.25050 -3.95105 3.02314
C -2.33460 3.05575 1.01836
C -1.70430 -2.51671 -2.21517
C -3.10324 1.61581 -1.30625
C 0.07259 -1.54293 3.13057
C 1.42373 4.01160 -1.09723
C 2.05343 8.20609 -0.67065
C 2.95190 6.28011 1.03050
C 3.67827 7.46288 0.74924
C -4.04722 0.43707 1.66297
C 3.19784 2.34015 -0.46438
C 1.23412 -3.83385 2.03117
C -2.71388 2.65527 -2.37044
C -1.82270 -4.05633 -2.22089
C 1.28286 7.02922 -0.51294
C -2.83260 -0.52294 -5.42757
C -2.69066 0.11065 1.04707
C 3.53169 0.36186 -1.87999
H -3.42873 3.10104 0.97525
H 1.24950 4.65590 -1.94833
H 4.65876 7.68895 1.19675
H -1.01176 -2.89626 4.42765
H -2.45532 -4.36872 -1.37917
H 0.95663 -1.95051 -2.52404
H -0.93431 2.50088 2.61088
H -0.84578 -4.55031 -2.10433
H 4.39812 0.60888 0.08902
H -1.97800 -0.21944 1.81539
H -0.08121 -4.93648 3.35805
H 2.68869 0.58090 -3.90258
H -3.19669 0.60073 -1.74474
H -2.30261 0.12613 -3.39228
H 1.42493 2.64661 -3.35789
H -2.69391 -2.05068 -2.06575
H 0.52200 0.55896 1.55267
H 1.91936 -0.07793 0.76995
H 1.46567 -1.81423 -5.56944
H 0.29289 6.99863 -1.00264
H -4.68766 1.03618 0.99945
H 2.34863 -2.46890 0.73895
H 3.46018 2.98835 0.38300
H -1.65303 2.57251 -2.75290
H 1.14264 -3.35777 -4.74735
H 1.74137 -4.71269 1.63337
H 0.85125 -0.50661 -3.60145
H 2.58005 -2.39654 -4.30712
H -1.61218 4.13284 2.75755
H -4.09494 1.84185 -0.87991
H -3.75498 -1.00400 -5.07291
H -3.11058 0.44214 -5.86303
H -2.28561 -4.42463 -3.15258
H 3.33319 5.61993 1.82670
H -0.99425 -2.16577 -1.44146
H 1.65390 8.99644 -1.32278
H -1.93091 3.93283 0.46733
H -2.61846 2.75087 3.16004
H -2.40176 -1.14564 -6.22468
H -2.91946 3.68711 -2.01690
H -3.35064 2.48436 -3.25306
H -0.32764 -0.63048 3.59044
H -4.57192 -0.50807 1.86246
H -3.95066 0.93375 2.63565
H 1.02097 3.95943 1.04660
H -1.00339 0.34207 -4.61522
H -2.79689 -0.71984 0.33089

no.,F_max (eV/A)
1,3.22
2,1.12
3,2.90